# 1
Computed, not measured: 10 unconnected molecules or ions with the total composition C22H67N11O13 at a distorted geometry, with wB97M-V/def2-TZVPD.

```
113
Properties=species:S:1:pos:R:3:mulliken_charge:R:1
C 3.06 -3.46 0.43 -0.455
O 2.72 -4.31 -0.68 -0.289
C 3.15 -5.73 -0.63 -0.485
C 2.32 -6.52 0.40 -0.753
N 0.94 -6.82 0.08 -0.272
C 0.88 -8.03 -0.74 -0.620
C -0.60 -8.23 -1.27 -0.734
O -0.78 -7.29 -2.30 -0.270
C -2.08 -7.32 -2.84 -0.759
H 4.11 -3.55 0.70 0.350
H 2.45 -3.55 1.33 0.144
H 2.89 -2.39 0.29 0.057
H 4.21 -5.86 -0.39 0.358
H 3.10 -6.11 -1.65 0.339
H 2.37 -5.90 1.29 0.283
H 2.74 -7.51 0.57 0.451
H 0.56 -6.10 -0.53 0.253
H 1.12 -8.86 -0.08 0.455
H 1.53 -8.08 -1.62 0.286
H -1.36 -8.19 -0.48 0.416
H -0.64 -9.22 -1.71 0.435
H -2.21 -8.21 -3.46 0.298
H -2.28 -6.49 -3.53 0.242
H -2.85 -7.32 -2.07 0.309
C -6.23 -0.57 4.00 -0.766
O -5.45 -0.32 2.82 -0.335
C -4.50 -1.32 2.51 -0.590
C -3.58 -0.72 1.36 -0.778
N -2.98 0.53 1.84 -0.341
C -1.88 0.24 2.75 -0.134
C -1.65 1.41 3.70 -0.570
O -2.72 1.77 4.52 -0.418
C -2.98 0.88 5.67 -0.643
H -6.83 -1.46 3.79 0.336
H -6.93 0.26 4.07 0.263
H -5.71 -0.48 4.95 0.255
H -4.99 -2.19 2.08 0.524
H -3.98 -1.66 3.41 0.325
H -4.14 -0.51 0.45 0.360
H -2.75 -1.39 1.15 0.360
H -3.76 0.82 2.42 0.449
H -0.99 0.09 2.14 0.018
H -2.00 -0.58 3.45 0.303
H -1.24 2.36 3.34 0.234
H -0.78 1.25 4.34 0.343
H -3.97 1.12 6.04 0.217
H -2.20 1.03 6.42 0.322
H -2.85 -0.16 5.35 0.275
C -2.76 5.72 -0.03 -0.728
O -3.18 4.37 0.07 -0.450
C -2.07 3.52 0.17 -0.664
C -1.26 3.31 -1.10 -0.457
N -2.10 3.10 -2.29 0.173
C -1.47 3.38 -3.55 -0.228
C -2.46 3.00 -4.65 -0.849
O -3.58 3.88 -4.74 -0.334
C -4.57 3.26 -5.56 -0.833
H -2.70 6.00 -1.08 0.251
H -1.81 5.94 0.45 0.347
H -3.57 6.26 0.45 0.295
H -2.42 2.54 0.51 0.239
H -1.38 3.84 0.94 0.635
H -0.44 2.64 -0.87 0.360
H -0.72 4.25 -1.18 0.262
H -2.97 3.60 -2.20 0.432
H -0.52 2.88 -3.72 0.317
H -1.15 4.42 -3.55 0.363
H -2.84 1.99 -4.54 0.394
H -2.07 3.06 -5.66 0.448
H -5.48 3.77 -5.25 0.294
H -4.84 2.26 -5.21 0.383
H -4.47 3.35 -6.64 0.311
C 2.46 4.32 -3.43 0.614
O 3.08 4.37 -2.35 -0.759
N 2.69 3.35 -4.26 -0.341
N 1.41 4.95 -3.83 -0.384
H 2.09 3.17 -5.06 0.182
H 3.25 2.59 -3.92 0.147
H 1.00 4.66 -4.70 0.208
H 1.34 5.89 -3.47 0.244
C 6.20 2.74 -2.39 0.621
O 5.71 2.41 -3.47 -0.709
N 5.51 3.47 -1.58 -0.194
N 7.39 2.37 -2.01 -0.397
H 5.79 3.81 -0.67 0.173
H 4.65 3.76 -2.02 0.147
H 7.80 2.92 -1.27 0.189
H 8.00 1.89 -2.65 0.270
C 2.23 1.51 0.83 0.847
O 2.41 2.12 1.93 -0.930
N 1.69 0.36 0.64 0.430
N 2.41 1.99 -0.36 0.085
H 1.38 -0.21 1.41 -0.196
H 1.59 0.03 -0.31 -0.150
H 3.04 2.78 -0.46 -0.052
H 2.09 1.62 -1.24 0.042
C 1.97 -0.88 4.18 0.511
O 1.21 -1.22 3.30 -0.624
N 2.74 0.18 4.22 -0.279
N 2.05 -1.52 5.26 -0.441
H 2.72 0.74 3.38 0.049
H 3.15 0.42 5.12 0.189
H 1.47 -2.35 5.36 0.257
H 2.64 -1.21 6.02 0.133
O 1.95 0.06 -2.43 -0.623
H 2.25 -0.21 -3.30 0.242
H 1.28 -0.58 -2.19 0.240
O 3.80 4.38 2.60 -0.653
H 3.96 4.90 1.81 0.284
H 3.29 3.63 2.30 0.475
O -0.07 -3.01 1.41 -0.611
H 0.30 -2.38 2.02 0.490
H 0.66 -3.57 1.17 0.266
```

Its spin multiplicity is 2. Its charge is +1. The energy relative to the best compared isomer or geometry (same formula, charge and spin) is 46.6 kJ/mol. Its molecular weight is 693.84 u. The gap between HOMO and LUMO (spin up / spin down) is 7.733 / 2.884 eV. Its total energy is -2458.46716 a.u.



# 2
Computed, not measured: 10 unconnected molecules or ions with the total composition C22H68N16O10 at a distorted geometry, with wB97M-V/def2-TZVPD.

```
116
Properties=species:S:1:pos:R:3:mulliken_charge:R:1
C 2.43 6.73 -12.59 -1.358
C 3.26 5.52 -13.02 0.269
C 3.15 4.36 -11.95 -0.633
O 3.34 4.81 -10.62 -0.282
C 3.19 3.92 -9.57 -0.731
N 2.58 5.16 -14.29 -0.790
H 1.38 6.45 -12.43 0.356
H 2.42 7.60 -13.24 0.461
H 2.87 7.09 -11.66 0.273
H 4.28 5.81 -13.26 0.321
H 3.87 3.60 -12.22 0.364
H 2.14 3.94 -11.99 0.304
H 3.95 3.14 -9.70 0.296
H 2.21 3.45 -9.47 0.302
H 3.39 4.41 -8.61 0.241
H 1.63 5.01 -13.99 0.313
H 2.54 6.02 -14.81 0.294
C -2.48 -0.02 -2.78 -1.485
C -1.55 -0.54 -1.77 0.753
C -1.24 0.43 -0.60 -0.742
O -0.78 1.65 -0.95 -0.365
C 0.59 1.72 -1.35 -0.806
N -2.02 -1.83 -1.28 -0.750
H -2.39 -0.63 -3.68 0.391
H -2.04 0.89 -3.18 0.348
H -3.51 0.27 -2.58 0.314
H -0.59 -0.65 -2.28 0.105
H -0.50 -0.17 -0.08 0.355
H -2.14 0.50 0.02 0.386
H 1.23 1.71 -0.47 0.322
H 0.70 2.47 -2.14 0.347
H 0.90 0.89 -1.99 0.291
H -1.21 -2.15 -0.76 0.264
H -2.09 -2.55 -1.99 0.274
C 8.00 3.18 2.95 -1.178
C 8.87 4.38 3.49 0.129
C 8.11 5.37 4.43 -0.655
O 7.66 4.77 5.63 -0.291
C 7.22 5.48 6.78 -0.705
N 9.97 3.77 4.25 -0.757
H 8.46 2.70 2.09 0.355
H 7.00 3.48 2.64 0.315
H 7.95 2.41 3.71 0.273
H 9.33 4.86 2.63 0.396
H 7.22 5.81 4.00 0.391
H 8.86 6.10 4.75 0.374
H 7.90 6.28 7.06 0.297
H 7.18 4.75 7.58 0.216
H 6.25 5.89 6.50 0.265
H 10.59 4.42 4.71 0.256
H 9.38 3.42 4.99 0.320
C -2.66 0.43 10.84 -1.350
C -2.67 1.32 9.60 0.573
C -2.11 0.59 8.33 -0.749
O -2.10 -0.81 8.39 -0.329
C -1.24 -1.30 7.33 -0.786
N -3.97 1.79 9.22 -0.772
H -2.77 0.98 11.77 0.395
H -1.73 -0.13 10.89 0.307
H -3.54 -0.20 10.87 0.319
H -1.93 2.09 9.81 0.271
H -1.10 0.87 8.06 0.325
H -2.69 0.75 7.42 0.375
H -0.21 -0.97 7.45 0.356
H -1.47 -1.08 6.28 0.309
H -1.29 -2.38 7.48 0.257
H -4.69 1.09 9.15 0.244
H -4.36 2.30 10.00 0.256
C 0.44 -7.65 -5.05 0.627
O -0.55 -7.02 -4.74 -0.675
N 1.46 -7.89 -4.30 -0.390
N 0.55 -8.29 -6.16 -0.377
H 1.50 -7.19 -3.58 0.245
H 2.29 -8.39 -4.61 0.193
H -0.26 -8.31 -6.76 0.222
H 1.30 -8.87 -6.50 0.154
C 0.04 6.95 3.87 0.624
O 0.21 7.69 4.82 -0.659
N 0.56 7.12 2.69 -0.408
N -0.71 5.91 4.02 -0.456
H 0.33 6.52 1.92 0.196
H 0.96 8.05 2.69 0.238
H -1.30 5.96 4.84 0.255
H -1.20 5.61 3.19 0.209
C -6.45 -8.20 -2.36 0.643
O -7.56 -8.34 -1.85 -0.647
N -5.48 -9.07 -2.12 -0.390
N -5.95 -7.16 -3.01 -0.360
H -4.56 -8.85 -2.48 0.160
H -5.78 -10.03 -1.98 0.225
H -6.47 -6.29 -3.09 0.221
H -5.02 -7.16 -3.38 0.148
C -6.17 -7.64 4.09 0.681
O -5.57 -7.61 5.15 -0.663
N -7.10 -8.54 3.84 -0.427
N -6.13 -6.79 3.14 -0.366
H -7.23 -9.16 4.63 0.227
H -7.54 -8.45 2.93 0.178
H -5.42 -6.08 3.04 0.201
H -6.95 -6.71 2.55 0.170
C -8.98 -1.32 -0.47 0.650
O -9.08 -2.10 -1.39 -0.673
N -10.01 -0.55 -0.15 -0.408
N -7.97 -1.25 0.28 -0.333
H -10.83 -0.71 -0.71 0.215
H -10.08 0.08 0.64 0.163
H -8.18 -0.65 1.06 0.165
H -7.08 -1.70 0.08 0.221
C 4.13 -3.61 0.56 0.678
O 3.06 -4.15 0.30 -0.683
N 4.67 -3.67 1.69 -0.367
N 4.91 -2.96 -0.26 -0.369
H 4.17 -4.13 2.44 0.219
H 5.64 -3.40 1.82 0.158
H 4.65 -2.84 -1.23 0.210
H 5.77 -2.59 0.12 0.154
```

Its SMILES is COC[C@H](C)N.COC[C@H](C)N.COC[C@H](C)N.COC[C@H](C)N.NC(N)=O.NC(N)=O.NC(N)=O.NC(N)=O.NC(N)=O.NC(N)=O. The energy relative to the best compared isomer or geometry (same formula, charge and spin) is 749.3 kJ/mol. Its molecular weight is 716.89 u. The gap between HOMO and LUMO is 9.470 eV. Its total energy is -2507.42855 a.u.



# 3
Computed, not measured: 15 unconnected molecules or ions with the total composition C22H68N2O18P at a distorted geometry, with wB97M-V/def2-TZVPD.

```
111
Properties=species:S:1:pos:R:3:mulliken_charge:R:1
C -1.89 0.15 -2.60 -1.044
P -0.46 1.45 -2.36 0.215
O -1.34 2.94 -2.02 -0.548
N 0.61 0.99 -1.01 0.734
C 0.74 -0.53 -0.75 -0.054
C 1.72 -1.17 0.42 -0.688
C 2.61 -0.17 1.38 0.353
C 3.62 -0.80 2.52 0.067
O 4.92 -0.41 2.61 -0.479
O 3.21 -1.85 3.51 -0.105
O 1.97 -1.51 3.81 -0.312
C 2.45 1.45 1.08 -0.292
C 1.42 1.93 -0.14 0.330
C 1.36 3.58 -0.40 -0.520
N 2.35 4.36 0.44 -0.621
H -1.50 -0.90 -2.94 0.342
H -2.75 0.56 -3.32 0.310
H -2.41 0.07 -1.53 0.298
H -1.18 3.50 -2.85 0.402
H 0.16 -1.33 -1.41 0.199
H 1.77 -2.35 0.54 0.394
H 1.41 -2.18 3.33 0.342
H 3.08 2.18 1.74 0.299
H 0.25 3.91 -0.19 0.299
H 1.56 3.73 -1.56 0.290
H 3.34 4.07 0.23 0.306
H 2.15 4.27 1.47 0.290
C -5.62 -1.36 -2.20 -0.581
O -4.32 -1.73 -1.78 -0.417
H -5.64 -0.29 -2.40 0.248
H -5.88 -1.90 -3.12 0.297
H -6.34 -1.59 -1.41 0.224
H -4.34 -2.69 -1.62 0.256
C -5.10 -3.29 1.59 -0.396
O -5.40 -4.10 0.47 -0.543
H -4.70 -2.33 1.23 0.252
H -6.01 -3.11 2.17 0.281
H -4.35 -3.78 2.21 0.119
H -5.75 -4.94 0.82 0.297
C 2.82 -2.26 7.36 -0.439
O 1.49 -2.50 7.79 -0.515
H 3.49 -2.36 8.22 0.283
H 3.09 -2.99 6.60 0.160
H 2.90 -1.25 6.95 0.262
H 0.92 -2.40 7.02 0.248
C 4.13 0.61 -3.36 -0.745
O 2.98 0.74 -2.56 -0.260
H 3.83 0.45 -4.40 0.225
H 4.73 1.53 -3.29 0.292
H 4.72 -0.24 -3.02 0.325
H 3.28 0.88 -1.64 0.219
C -4.75 -6.63 3.61 -0.451
O -5.38 -7.30 2.54 -0.529
H -5.51 -6.14 4.22 0.272
H -4.20 -7.35 4.22 0.285
H -4.06 -5.87 3.21 0.138
H -4.68 -7.73 2.01 0.296
C -0.77 2.38 3.40 -0.511
O 0.35 3.23 3.25 -0.433
H -1.04 1.98 2.42 0.168
H -0.52 1.56 4.08 0.226
H -1.62 2.96 3.79 0.298
H 0.56 3.58 4.14 0.284
C -7.38 -0.16 3.74 -0.441
O -7.01 -1.11 2.75 -0.457
H -6.73 -0.29 4.61 0.225
H -7.26 0.85 3.35 0.113
H -8.41 -0.33 4.04 0.263
H -7.61 -0.97 2.00 0.257
C -7.22 4.07 4.02 -0.514
O -7.28 2.87 4.77 -0.473
H -7.07 3.82 2.97 0.206
H -8.16 4.61 4.13 0.267
H -6.39 4.68 4.37 0.245
H -7.42 3.13 5.70 0.288
C 0.31 2.76 -5.98 -0.274
O -1.02 2.52 -5.54 -0.480
H 0.98 2.66 -5.12 0.114
H 0.58 2.03 -6.74 0.178
H 0.38 3.77 -6.38 0.271
H -1.60 2.61 -6.32 0.273
C 6.54 -3.55 6.78 -0.419
O 6.77 -3.52 5.38 -0.499
H 7.13 -4.35 7.22 0.275
H 6.83 -2.60 7.22 0.244
H 5.48 -3.74 6.97 0.115
H 6.22 -2.80 5.02 0.283
C 3.40 1.66 -8.79 -0.332
O 2.08 1.42 -8.36 -0.507
H 4.08 1.57 -7.94 0.009
H 3.68 0.93 -9.55 0.293
H 3.48 2.67 -9.20 0.211
H 1.50 1.52 -9.14 0.272
C 7.58 1.13 -8.07 -0.553
O 6.42 1.26 -7.27 -0.427
H 7.28 0.97 -9.11 0.206
H 8.17 2.05 -8.00 0.273
H 8.17 0.28 -7.73 0.251
H 6.72 1.40 -6.35 0.261
C 3.24 6.21 -8.95 -0.563
O 3.18 5.01 -8.19 -0.407
H 3.39 5.96 -10.00 0.209
H 2.29 6.75 -8.84 0.261
H 4.07 6.82 -8.60 0.270
H 3.04 5.26 -7.27 0.254
C -0.80 -4.71 6.96 -0.183
O -1.44 -5.38 5.89 -0.508
H -1.56 -4.22 7.57 0.259
H -0.25 -5.43 7.57 0.266
H -0.12 -3.96 6.56 -0.107
H -0.74 -5.81 5.36 0.286
```

Its charge is +1. Its molecular weight is 679.76 u. The gap between HOMO and LUMO is 6.448 eV. Its total energy is -2683.24559 a.u.



# 4
Computed, not measured: 10 unconnected molecules or ions with the total composition C22H68N4O10 at a distorted geometry, with wB97M-V/def2-TZVPD.

```
104
Properties=species:S:1:pos:R:3:mulliken_charge:R:1
C 1.50 0.72 2.69 -0.460
O 0.46 1.60 2.26 -0.545
H 2.04 1.21 3.51 0.363
H 1.13 -0.24 3.07 0.133
H 2.18 0.48 1.87 0.058
H -0.16 1.70 2.99 0.248
C 0.00 -1.60 -4.09 -0.469
O 0.53 -0.41 -4.65 -0.497
H 0.70 -2.02 -3.36 0.230
H -0.97 -1.44 -3.61 0.038
H -0.19 -2.35 -4.86 0.416
H 1.41 -0.60 -4.99 0.274
C -2.46 2.42 0.83 0.141
O -2.22 3.08 -0.41 -0.541
H -2.66 1.36 0.65 -0.102
H -1.58 2.55 1.47 -0.019
H -3.30 2.89 1.33 0.366
H -1.51 2.69 -0.93 0.015
C 3.81 -0.98 -0.46 -0.081
O 5.18 -0.89 -0.81 -0.557
H 3.26 -1.45 -1.27 0.146
H 3.63 -1.48 0.49 0.235
H 3.42 0.05 -0.44 -0.052
H 5.72 -0.85 -0.02 0.317
C 0.19 0.67 -1.08 1.028
O -0.68 0.44 0.02 2.063
H -0.35 0.39 -1.99 -0.490
H 0.46 1.72 -1.25 -0.822
H 1.09 0.06 -1.02 0.144
H -0.28 0.90 0.79 -0.685
C -3.42 -1.09 -1.17 -0.333
O -3.16 -0.75 0.17 -0.646
H -3.32 -0.27 -1.89 0.032
H -2.69 -1.84 -1.53 0.006
H -4.41 -1.51 -1.31 0.390
H -2.31 -0.26 0.18 0.030
C -2.21 1.79 -3.74 -0.483
C -1.36 2.77 -4.56 0.193
C -0.11 3.23 -3.78 -1.053
O -0.34 3.76 -2.48 -0.004
C -1.12 4.94 -2.49 -0.916
N -0.80 2.09 -5.75 -0.796
H -3.01 1.34 -4.32 0.464
H -2.50 2.24 -2.79 0.292
H -1.52 0.96 -3.50 -0.277
H -1.95 3.61 -4.92 0.400
H 0.46 3.98 -4.34 0.562
H 0.57 2.38 -3.71 0.177
H -2.16 4.77 -2.79 0.299
H -0.68 5.73 -3.10 0.318
H -1.22 5.20 -1.43 0.265
H -0.36 1.25 -5.36 0.288
H -1.57 1.76 -6.32 0.316
C -1.25 -5.45 4.16 -1.025
C -1.86 -4.51 5.17 0.698
C -2.59 -3.31 4.61 -0.764
O -1.64 -2.54 3.90 -0.260
C -2.26 -1.42 3.27 -0.339
N -2.79 -5.31 6.02 -0.756
H -0.81 -6.35 4.58 0.466
H -0.57 -4.94 3.48 -0.087
H -1.98 -5.86 3.45 0.308
H -1.07 -4.14 5.84 0.173
H -3.09 -2.73 5.39 0.360
H -3.36 -3.65 3.90 0.295
H -1.52 -0.76 2.81 -0.468
H -2.84 -0.82 3.98 0.559
H -2.94 -1.84 2.53 0.336
H -2.31 -6.13 6.36 0.261
H -2.96 -4.75 6.86 0.267
C 0.49 -2.94 1.27 -0.640
C -0.28 -3.64 0.16 -0.033
C -1.70 -3.90 0.61 0.917
O -2.38 -4.67 -0.35 -0.496
C -3.71 -4.96 -0.02 -0.657
N -0.15 -2.80 -1.05 -0.186
H 0.68 -3.66 2.06 0.466
H -0.05 -2.07 1.66 -0.315
H 1.43 -2.56 0.86 0.162
H 0.18 -4.60 -0.11 0.359
H -2.31 -3.01 0.81 -0.184
H -1.64 -4.48 1.55 -0.202
H -3.79 -5.59 0.87 0.267
H -4.13 -5.51 -0.87 0.275
H -4.32 -4.06 0.11 0.230
H -0.44 -1.87 -0.75 -0.696
H -0.92 -3.02 -1.68 0.398
C 5.99 5.00 -0.53 -1.470
C 5.09 4.55 0.61 0.639
C 4.46 3.17 0.36 -0.573
O 3.71 3.06 -0.81 -0.352
C 2.49 3.78 -0.80 -0.212
N 5.88 4.43 1.84 -0.748
H 5.47 4.97 -1.50 0.301
H 6.72 4.20 -0.70 0.358
H 6.50 5.94 -0.34 0.398
H 4.27 5.27 0.75 0.315
H 3.90 2.87 1.26 0.053
H 5.27 2.44 0.31 0.401
H 2.05 3.82 -1.79 -0.010
H 2.47 4.78 -0.37 0.283
H 1.80 3.15 -0.21 0.003
H 6.41 5.27 2.02 0.256
H 5.22 4.44 2.61 0.251
```

Its SMILES is COC[C@H](C)N.COC[C@H](C)N.COC[C@H](C)N.COC[C@H](C)N.CO.CO.CO.CO.CO.CO. The energy relative to the best compared isomer or geometry (same formula, charge and spin) is 126.7 kJ/mol. Its molecular weight is 548.80 u. The gap between HOMO and LUMO is 9.452 eV. Its total energy is -1850.23623 a.u.